{
  "formula": "C5H11NO",
  "method": "ωB97M-V/def2-TZVPD",
  "homo_ha": -0.2888,
  "de_lowest_kj_mol": 317.03,
  "orbital_gap_ev": 8.6899,
  "smiles": "C=C(N)CCCO",
  "species": ["H", "O", "H", "C", "C", "H", "H", "H", "H", "C", "H", "C", "C", "H", "N", "H", "H", "H"],
  "positions_angstrom": [[0.2209, -0.1820, 1.9549], [-2.8185, -0.6032, -0.2161], [-1.4312, -0.6759, -1.8052], [-1.8875, 0.1249, -1.2114], [0.3588, -0.3167, -0.3803], [0.8401, -0.5850, -1.3017], [3.0607, -0.1680, -1.0307], [-2.5890, 0.8078, -1.7380], [1.8667, 0.5649, 2.3892], [2.8755, -0.2744, 0.0339], [3.4809, -0.6321, 0.7343], [1.5581, 0.1219, 0.4405], [-0.7010, 0.7704, -0.5045], [-2.9184, -0.0440, 0.5913], [1.1457, 0.2325, 1.7774], [-0.1564, 1.5734, -1.1980], [-0.9506, 1.2171, 0.4166], [-0.1193, -1.2349, 0.0052]],
  "forces_ev_per_a": [[1.2, 0.7, 0.7], [1.6, 1.2, -0.4], [-0.9, 0.2, -0.3], [-1.8, -0.3, 1.7], [0.8, 1.2, 0.3], [-0.5, -0.1, -1.0], [0.3, -0.5, 0.3], [0.9, -0.4, 0.0], [-0.6, -0.3, 0.9], [-6.5, 3.2, -1.8], [3.1, -0.8, 2.6], [1.7, -3.9, 0.7], [1.5, 0.4, -3.5], [0.2, -0.4, -1.1], [0.5, 0.3, -1.8], [-1.6, -1.3, 1.4], [-0.3, 0.6, 1.1], [0.5, 0.2, 0.3]]
}